(1)
{
  "formula": "C3H8NOS",
  "method": "ωB97M-V with the def2-TZVPD basis set",
  "symbols": ["N", "C", "C", "O", "C", "S", "H", "H", "H", "H", "H", "H", "H", "H"],
  "xyz": [[0.783, -1.016, -0.978], [-0.242, -0.063, -0.426], [-1.179, -0.786, 0.389], [-2.106, 0.095, 0.906], [0.343, 1.114, 0.586], [1.708, 2.163, -0.092], [0.284, -1.926, -0.943], [1.040, -0.819, -1.927], [-0.786, 0.298, -1.443], [-1.790, -1.567, -0.186], [-0.782, -1.513, 1.204], [-0.496, 1.805, 0.756], [0.631, 0.891, 1.643], [2.593, 1.324, 0.510]],
  "charge": -1,
  "orbital_gap_ev": 5.61,
  "multiplicity": 1,
  "e_homo_ev": -2.297
}

---

(2)
{
  "formula": "C3H8NS",
  "method": "ωB97M-V with the def2-TZVPD basis set",
  "symbols": ["C", "N", "C", "C", "S", "H", "H", "H", "H", "H", "H", "H", "H"],
  "xyz": [[1.465, 0.798, -0.057], [0.086, 1.188, 0.186], [-0.931, 0.221, -0.277], [-0.719, -1.248, 0.103], [-2.131, -2.305, -0.348], [1.711, -0.213, 0.283], [2.123, 1.497, 0.459], [1.694, 0.843, -1.124], [-0.020, 1.298, 1.190], [-1.896, 0.510, 0.143], [-0.996, 0.322, -1.371], [-0.567, -1.269, 1.187], [0.181, -1.641, -0.374]],
  "charge": -1,
  "orbital_gap_ev": 6.12,
  "multiplicity": 1,
  "e_homo_ev": -2.231
}

---

(3)
{
  "formula": "C3H8NS",
  "method": "ωB97M-V with the def2-TZVPD basis set",
  "symbols": ["C", "N", "C", "C", "S", "H", "H", "H", "H", "H", "H", "H", "H"],
  "xyz": [[-1.710, 0.345, 0.871], [-0.813, -0.363, -0.041], [0.571, 0.144, 0.002], [1.419, -0.333, -1.147], [3.043, 0.510, -1.170], [-2.739, 0.021, 0.668], [-1.585, 1.417, 0.751], [-1.484, 0.155, 1.938], [-0.823, -1.331, 0.260], [0.541, 1.234, 0.043], [1.101, -0.178, 0.911], [0.882, -0.218, -2.098], [1.596, -1.403, -0.987]],
  "charge": -1,
  "orbital_gap_ev": 5.95,
  "multiplicity": 1,
  "e_homo_ev": -2.164
}

---

(4)
{
  "formula": "C3H8NS",
  "method": "ωB97M-V with the def2-TZVPD basis set",
  "symbols": ["C", "C", "C", "S", "N", "H", "H", "H", "H", "H", "H", "H", "H"],
  "xyz": [[-0.640, 1.064, -0.658], [-0.396, -0.093, 0.396], [1.045, -0.010, 0.834], [2.247, -0.186, -0.743], [-0.590, -1.370, -0.243], [0.190, 1.047, -1.305], [-1.417, 0.948, -1.423], [-0.941, 1.901, -0.147], [-1.068, 0.101, 1.150], [1.522, -0.764, 1.516], [1.082, 1.086, 1.098], [-1.176, -1.982, 0.304], [0.142, -1.742, -0.777]],
  "s2": 0.75,
  "orbital_gap_ev": [9.71, 6.76],
  "multiplicity": 2,
  "e_homo_ev": [-8.704, -8.670]
}

---

(5)
{
  "formula": "C3H8NS2",
  "method": "ωB97M-V with the def2-TZVPD basis set",
  "symbols": ["C", "C", "C", "N", "S", "S", "H", "H", "H", "H", "H", "H", "H", "H"],
  "xyz": [[-1.890, -1.276, 0.444], [-0.914, 0.216, -0.686], [1.325, 0.129, 0.583], [0.555, 0.201, -0.735], [-1.574, 1.814, -0.519], [3.110, -0.320, 0.227], [-2.971, -0.859, 0.578], [-2.124, -2.188, -0.113], [0.746, -0.810, 1.005], [1.056, 0.973, 1.201], [0.785, -0.645, -1.303], [1.037, 1.015, -1.226], [-2.886, 1.366, -0.625], [3.746, 0.385, 1.170]],
  "charge": 1,
  "orbital_gap_ev": [7.39, 8.62],
  "multiplicity": 1,
  "e_homo_ev": [-12.764, -13.893]
}

---

(6)
{
  "formula": "C3H8NS2",
  "method": "ωB97M-V with the def2-TZVPD basis set",
  "symbols": ["C", "C", "C", "N", "S", "S", "H", "H", "H", "H", "H", "H", "H", "H"],
  "xyz": [[-0.226, 1.713, -1.106], [0.519, 0.902, -0.317], [0.570, -0.486, -0.470], [1.516, -1.279, 0.331], [-3.171, -0.405, 0.804], [-1.473, -1.219, 1.311], [-0.255, 2.775, -0.940], [-0.798, 1.328, -1.930], [1.069, 1.335, 0.508], [0.153, -0.976, -1.329], [1.560, -2.245, -0.016], [2.462, -0.871, 0.313], [1.193, -1.311, 1.310], [-3.120, 0.738, 1.530]],
  "charge": 1,
  "orbital_gap_ev": [7.37, 7.34],
  "multiplicity": 1,
  "e_homo_ev": [-12.593, -12.349]
}

---

(7)
{
  "formula": "C3H8NS2",
  "method": "ωB97M-V with the def2-TZVPD basis set",
  "symbols": ["C", "C", "C", "N", "S", "S", "H", "H", "H", "H", "H", "H", "H", "H"],
  "xyz": [[-0.389, 0.944, 0.399], [1.049, -1.182, 0.672], [-0.011, -0.752, -1.569], [0.604, -0.226, -0.312], [-0.840, 2.148, -0.669], [-0.802, 0.866, 2.017], [1.587, -2.124, 0.250], [0.185, -1.539, 1.216], [1.692, -0.686, 1.397], [0.654, -1.567, -1.730], [0.239, 0.038, -2.288], [-1.038, -1.120, -1.659], [-1.289, 3.160, 0.166], [-1.641, 2.039, 2.109]],
  "charge": 1,
  "orbital_gap_ev": [8.43, 8.43],
  "multiplicity": 1,
  "e_homo_ev": [-14.074, -14.075]
}

---

(8)
{
  "formula": "C3H8NS2",
  "method": "ωB97M-V with the def2-TZVPD basis set",
  "symbols": ["C", "C", "C", "N", "S", "S", "H", "H", "H", "H", "H", "H", "H", "H"],
  "xyz": [[0.476, -0.271, 0.360], [0.341, 0.939, -0.257], [-2.396, 0.632, -0.422], [1.681, -1.098, -0.066], [-2.370, -1.124, 0.212], [-1.163, 1.747, 0.128], [-1.405, 1.155, 1.277], [1.116, 1.452, -0.843], [-3.259, 1.070, 0.091], [-2.693, 0.566, -1.552], [1.623, -2.109, -0.043], [2.518, -0.898, 0.523], [1.772, -0.722, -1.039], [-3.296, -0.901, 1.238]],
  "charge": 1,
  "orbital_gap_ev": 8.22,
  "multiplicity": 1,
  "e_homo_ev": -11.873
}

---

Computed maximum force (hartree/bohr) in order:
0.1085, 0.0082, 0.0121, 0.0910, 0.0811, 0.0158, 0.1050, 0.0821
Computed relative energy (zero: lowest compared OMol25 entry of this formula, charge and spin) (kcal per mole) in order:
70.7, 12.7, 14.8, 23.9, 155.5, 50.8, 61.2, 102.9
Computed E_tot (Eh) in order:
-647.2268, -572.0580, -572.0547, -571.9476, -969.7244, -969.8913, -969.8747, -969.8084